1.
Formula: H2N2O4P
Source: the Open Molecules 2025 dataset
Level of theory: ωB97M-V/def2-TZVPD

Structure (XYZ):
```
9
Properties=species:S:1:pos:R:3:forces:R:3:lowdin_charge:R:1
O -0.49285 -1.68815 -2.16076 -1.643 4.388 2.887 -0.4571
O 1.12349 1.41943 -1.74238 -0.741 -0.829 0.206 -0.0720
N -0.35651 -0.33241 0.16329 -0.579 0.428 2.142 -0.1034
O -2.35628 0.18626 -1.46569 -0.577 0.256 0.182 -0.3561
O -0.41989 1.55463 -3.18385 -0.679 -0.263 -0.513 -0.0310
H -0.16513 -1.19570 0.66604 0.251 -0.128 -1.022 0.0351
P -1.01010 -0.37790 -1.38156 2.310 -4.397 -2.644 0.3611
N 0.03769 1.02570 -2.19700 1.334 0.879 0.509 -0.4410
H -0.80497 0.24978 0.91520 0.324 -0.333 -1.748 0.0643
```
Forces are in eV/Å.

Its electronic energy is -753.1032 hartree. The value obtained for the HOMO energy is -0.2055 Ha. Its net charge is -1. The value obtained for the HOMO-LUMO gap is 9.73 eV. The SMILES is N[P@](=O)([O-])[N+](=O)[O-].

***

2.
Formula: C35H35IrN2OP2
Source: the Open Molecules 2025 dataset
Level of theory: ωB97M-V/def2-TZVPD

Structure (XYZ):
```
76
Properties=species:S:1:pos:R:3:forces:R:3:lowdin_charge:R:1
N 0.44086 -5.11478 -2.34012 0.027 -0.021 -0.013 0.2439
C 1.64277 -0.86609 1.43271 -0.034 -0.050 0.065 -0.3580
H 3.70997 2.76450 -1.92243 -0.004 0.000 0.001 0.1179
C -2.93729 -0.45577 -2.35076 0.083 0.000 -0.050 -0.1480
C -0.65075 2.73630 1.95935 0.030 -0.057 -0.018 -0.2554
H 3.97279 1.56210 1.80970 0.000 -0.003 0.000 0.1187
C -1.81589 0.85440 -4.05376 -0.045 -0.010 -0.014 -0.0575
C 1.75106 1.91936 -1.72503 0.004 -0.009 0.030 -0.0836
C -1.01040 0.29619 1.82848 0.045 0.020 0.011 -0.2821
P -0.10090 -1.10422 1.03789 0.055 0.033 -0.021 0.9351
H -2.05813 -0.01864 1.93843 -0.013 -0.005 -0.016 0.1141
C -1.22560 2.86480 3.21573 0.009 0.013 0.023 -0.0193
H 1.92708 -3.37469 -0.55906 0.006 0.000 0.004 0.1150
O -0.71428 -3.33663 -1.63773 -0.059 0.051 0.029 -0.1241
H -2.01435 -3.26940 0.47331 0.007 -0.003 -0.011 0.0783
C 4.35308 -0.54411 1.97049 -0.012 -0.005 0.005 -0.0423
H 2.01944 -2.97459 1.69069 0.007 0.009 -0.018 0.1077
H -1.85547 2.08284 3.62198 -0.002 0.000 -0.008 0.1151
C 2.19863 0.41267 1.48443 -0.027 0.029 -0.011 -0.0786
H 0.59058 3.64261 0.46364 0.006 0.011 0.005 0.1024
H 0.94909 5.71191 1.77525 0.002 -0.003 -0.001 0.1130
C -3.60512 -0.65263 -4.64307 0.000 0.001 0.019 -0.0350
C -1.71629 1.73386 -0.00216 0.054 0.011 0.005 -0.2507
H -1.05881 1.57143 -4.34498 -0.006 -0.031 -0.003 0.1096
H 4.42020 -2.68421 2.12766 -0.001 -0.001 0.000 0.1186
H 0.47400 5.21281 -3.29388 0.000 -0.001 -0.001 0.1208
H -0.41716 -5.62262 -2.49777 -0.002 0.001 0.005 0.1461
H 1.31501 -5.57008 -2.54483 -0.002 0.000 -0.001 0.1408
H -2.72334 1.32070 0.14176 -0.002 -0.045 -0.005 0.1091
H 2.89363 4.86797 -2.92643 -0.001 0.000 0.004 0.1206
H 2.47083 -3.40950 -2.22772 0.000 -0.006 -0.005 0.1378
C 0.39743 -3.88371 -1.87439 0.010 -0.034 -0.006 -0.4787
C 3.55000 0.56749 1.75572 0.014 0.008 -0.002 -0.0453
H -4.24447 -1.08773 -5.39923 0.001 -0.001 0.002 0.1229
C -1.97625 0.50600 -2.71280 0.055 0.076 -0.106 -0.3646
C -1.65372 -3.37777 1.48848 0.002 0.016 -0.008 -0.0941
H -1.81728 2.79456 -0.22946 -0.013 0.004 -0.006 0.1133
H -1.13349 3.47010 -2.65037 0.006 0.010 0.020 0.1199
C 1.35356 -1.61254 -1.67646 -0.022 -0.004 0.108 -0.2508
C 0.38839 2.11431 -1.92555 -0.025 -0.049 -0.043 -0.3561
H -0.58751 0.36315 2.83300 -0.001 -0.011 -0.001 0.1129
C 2.45065 -1.98036 1.66996 0.013 -0.026 -0.010 -0.1080
H -2.93008 -5.04997 1.89230 0.001 0.000 -0.002 0.1164
C 1.64174 -3.11223 -1.58246 -0.001 0.005 0.016 -0.1402
H 1.58217 1.28785 1.32480 0.002 0.004 -0.013 0.0895
C 2.65058 2.91365 -2.08288 -0.001 0.004 -0.009 -0.0470
C -2.17232 -4.38659 2.28665 0.005 -0.002 0.009 -0.0537
H 0.52305 -2.01500 3.71733 -0.011 -0.003 -0.001 0.1162
C 0.33923 4.91532 2.18026 -0.011 0.015 0.014 -0.0576
H 2.11345 1.00843 -1.27195 -0.001 -0.026 0.010 0.0759
C 0.82978 4.29127 -2.85364 0.010 0.004 0.002 -0.0446
H 1.37114 -1.27690 -2.72055 -0.029 0.013 -0.005 0.0877
C -3.75154 -1.03161 -3.31707 -0.028 -0.025 -0.016 -0.0479
Ir -0.58624 -1.28849 -1.12268 0.024 -0.085 -0.205 0.9034
H -3.10139 -0.70632 -1.29979 -0.049 0.009 0.113 0.0993
C -0.07278 3.30667 -2.49223 -0.014 0.022 0.013 -0.0964
C 3.80154 -1.81844 1.93319 0.002 0.022 -0.005 -0.0459
N -0.84577 1.55980 1.14910 -0.037 0.051 -0.018 -0.2146
H -4.50259 -1.75608 -3.03347 0.002 -0.003 -0.003 0.1219
C -0.67519 -2.52145 1.99256 -0.004 0.016 -0.005 -0.3553
H 2.09890 -1.05887 -1.11530 0.019 0.016 0.004 0.0429
C -0.23351 -2.67526 3.30997 0.012 0.021 0.007 -0.0805
H -0.41046 -3.80036 5.11971 0.001 -0.001 -0.002 0.1198
H 5.40572 -0.41809 2.18568 -0.001 0.002 -0.002 0.1194
C -2.64272 0.28410 -5.00864 0.001 0.002 0.014 -0.0333
H -1.44751 4.11592 4.93792 -0.003 0.000 -0.003 0.1153
C 0.13643 3.76042 1.44213 -0.020 -0.042 -0.018 -0.0286
C -1.00102 4.01781 3.95757 -0.015 -0.010 0.015 -0.0562
H -2.12718 -5.32755 4.21160 -0.003 0.001 -0.002 0.1200
H -0.06052 5.94137 4.02258 0.004 -0.001 -0.002 0.1143
C -0.75655 -3.68329 4.10175 0.001 -0.006 0.012 -0.0449
C -1.72242 -4.54028 3.58994 -0.006 -0.002 -0.009 -0.0429
C -0.22508 5.04372 3.44274 0.010 0.011 -0.011 -0.0644
P -0.83493 0.92625 -1.38547 -0.018 0.084 0.152 0.9271
H -2.53736 0.56923 -6.04671 0.000 -0.003 -0.001 0.1231
C 2.19083 4.09503 -2.64557 -0.007 -0.007 -0.008 -0.0396
```
Forces are in eV/Å.

Its electronic energy is -2326.0747 hartree. The value obtained for the HOMO energy is -0.4903 Ha. Its net charge is +2. The value obtained for the HOMO-LUMO gap is 6.97 eV.

***

3.
Formula: C4H14N2O2
Source: the Open Molecules 2025 dataset
Level of theory: ωB97M-V/def2-TZVPD

Structure (XYZ):
```
22
Properties=species:S:1:pos:R:3:forces:R:3:lowdin_charge:R:1
H 2.25747 0.59856 -2.60769 0.258 -0.558 0.061 -0.0953
C -0.27928 -1.98539 -0.27460 0.847 -0.963 -0.603 -0.3850
H -1.55776 1.79967 2.20689 0.297 -0.026 -0.069 0.0625
O -1.85268 1.86231 1.29484 -0.560 0.062 0.117 -0.0766
H -0.50563 -2.93117 0.23630 -0.873 0.390 0.278 0.1030
H -0.04006 -1.57869 -2.31471 0.037 0.196 0.245 0.0249
H 1.49657 -0.29136 1.90099 0.090 0.133 0.485 0.0485
H 0.75021 0.30311 -0.15090 0.308 0.286 -0.376 0.0870
H -0.01022 2.42021 0.43242 -0.133 0.234 0.382 0.0974
H -1.28000 -2.62621 -2.04196 -0.306 0.184 0.404 0.0404
H 0.63778 1.21484 2.48679 0.630 0.187 -0.382 0.0588
N -0.91842 -0.78392 0.18216 -0.133 -0.363 0.402 -0.0274
H 0.80413 -2.00432 -0.09328 -0.006 0.782 0.004 0.0896
O 1.77257 1.43154 -2.64448 -0.259 0.480 0.041 -0.4048
N -0.40839 -2.27588 -1.68272 0.431 -0.540 -0.742 -0.0238
H -1.19939 1.75948 -0.61652 -0.211 -0.342 0.094 0.1078
C -0.06141 0.32632 0.56090 -0.691 0.312 0.354 -0.4225
C -0.78944 1.65040 0.38819 0.932 0.124 -0.636 -0.2920
H -0.15414 -0.27398 2.63682 0.275 -0.352 -0.118 0.0672
H 2.49778 2.08340 -2.66185 -0.049 0.047 0.017 -0.0580
C 0.55527 0.25055 1.98183 -1.022 -0.469 -0.056 -0.1063
H -1.71496 -0.94949 0.78056 0.138 0.196 0.098 0.1045
```
Forces are in eV/Å.

Its electronic energy is -420.7229 hartree. The value obtained for the HOMO energy (spin up / spin down) is 0.0346 / -0.2027 Ha. As for the spin multiplicity: 2. Its net charge is -1. Its expectation value of S² is 0.750. The value obtained for the HOMO-LUMO gap (spin up / spin down) is 2.40 / 8.76 eV.

***

- electronic energy of number 3 (C4H14N2O2)?
  -420.7229 hartree